# 1
Here is C20H57CdN5O7 as an isolated structure from OMol25. Energies are from ωB97M-V/def2-TZVPD.

Summary:
gap between HOMO and LUMO	0.3081	Ha
LUMO	0.52	eV
relative energy (zero: lowest compared OMol25 entry of this formula, charge and spin)	368.0	kJ/mol

ORCA input file:
```
! RIJCOSX wB97M-V def2-TZVPD def2/J DEFGRID3
* xyz 0 1
Cd -0.3161 -0.3020 -0.5337
O -1.3253 1.2855 0.0212
O 4.1126 2.5417 1.7222
O 2.6709 -5.2683 -0.9333
O -1.7274 -1.8173 -0.7988
O 0.1670 1.4052 5.9332
O -3.4654 1.8453 -6.1888
O -0.2562 -0.1563 -2.5103
N -1.7354 0.8717 2.8148
N -1.6086 2.3282 -2.8559
N 1.5032 1.0913 -0.4543
N 1.2062 -1.9650 -1.3772
N -0.0697 -1.2585 1.2996
C -0.4141 2.8722 3.2602
C -2.0093 -2.3861 0.4199
C -0.0003 1.9835 7.2501
C -1.0345 -2.9196 2.7432
C -3.3197 3.7401 -3.8717
C -2.7616 2.3224 -3.8092
C -4.4203 0.7939 -5.8801
C 3.6342 0.1332 0.1722
C 1.3644 -3.4184 -1.6650
C 2.2717 -4.0242 -0.4884
C 4.6178 3.8214 2.1651
C -2.8343 -1.6719 -1.7011
C 1.8149 -3.4169 -3.1381
C -2.3651 1.9427 -5.2305
C 3.1650 2.5424 0.6949
C -0.7455 -2.5473 1.2571
C -0.7312 1.4444 3.6881
C 2.5456 1.1725 0.5233
C -1.0435 1.2502 5.1770
C 3.6673 -5.8456 -0.1664
H -0.6865 1.3703 7.8343
H 3.1393 -3.3677 -0.4216
H 3.8603 4.5627 2.4194
H -0.6687 0.0117 -3.3799
H -1.5514 2.5761 -5.5836
H 0.7104 -1.3865 1.9282
H -2.7449 -1.7454 0.9061
H 2.3528 3.2392 0.9019
H -3.5518 1.7347 -3.3420
H -3.3252 -0.7254 -1.4748
H 1.8749 -4.3911 -3.6234
H -0.1755 -3.3482 0.7861
H -1.9668 2.5358 -1.9347
H -0.4743 2.9604 7.1552
H 3.9320 -6.8603 -0.4637
H -1.5498 -2.1107 3.2611
H -3.5304 -2.4782 -1.4697
H -2.5157 1.4800 3.0179
H -1.9256 0.9463 -5.1845
H -0.6174 -0.7228 1.9578
H -5.2002 0.6942 -6.6349
H 0.8457 1.8559 -0.3982
H -1.6496 2.1131 5.4529
H -1.1078 1.4619 -2.7183
H -2.6250 4.5772 -3.9396
H 0.6205 3.0646 3.5441
H -0.1329 -3.1394 3.3149
H 3.2067 -0.8690 0.2005
H -3.9999 3.8914 -4.7099
H -3.9066 -0.1665 -5.9247
H 4.5086 -5.1568 -0.0903
H 0.7390 -1.6390 -2.2112
H 1.7648 -4.0159 0.4765
H 1.9145 1.1410 -1.3755
H 4.2187 0.3581 -0.7199
H -2.0043 1.8618 0.4229
H -2.5722 -1.7227 -2.7579
H 3.6594 2.8883 -0.2129
H 3.3829 -5.9408 0.8815
H 0.8876 2.2615 7.8179
H 2.0628 0.8746 1.4541
H -2.4039 -3.3983 0.3312
H -1.1038 3.6695 3.5370
H -1.4560 1.0022 1.8530
H -0.4344 2.9039 2.1708
H 1.0795 -2.9783 -3.8125
H 4.3040 0.0883 1.0310
H -1.5534 -3.8682 2.8803
H 0.4793 -4.0357 -1.5114
H 5.2568 3.7013 3.0400
H 0.2221 0.9631 3.4698
H -3.8548 3.8908 -2.9341
H 2.1182 -1.5312 -1.3649
H -1.5242 0.2973 5.3985
H 5.2286 4.2750 1.3846
H 2.8117 -2.9900 -3.2487
H -4.9253 0.9452 -4.9261
*
```

# 2
Here is a 6-piece molecular cluster, C20H57N5O6 overall from OMol25. Energies are from ωB97M-V/def2-TZVPD.

Summary:
gap between HOMO and LUMO	0.3441	Ha
LUMO	0.41	eV
relative energy (zero: lowest compared OMol25 entry of this formula, charge and spin)	327.5	kJ/mol

ORCA input file:
```
! RIJCOSX wB97M-V def2-TZVPD def2/J DEFGRID3
* xyz 0 1
O 6.2145 -7.5397 -0.4680
O 0.4254 -14.4606 -2.2898
O -0.4566 -8.9844 3.2724
O 2.6991 -16.9466 5.3085
O -5.9441 -12.2126 9.5895
O 0.8112 -1.3416 4.0932
N -0.4732 -12.1824 -0.7406
N -4.7924 -10.0266 6.9495
N 2.6122 -19.8003 7.7289
N 7.9469 -7.1940 -3.0157
N 2.1384 -4.6218 3.1022
C 9.5480 -6.0183 -1.6529
C 6.4460 -8.5965 0.4903
C 7.3355 -6.5898 -0.5794
C 2.4084 -17.6969 6.4128
C 1.5073 -2.8137 1.5000
C -2.6422 -13.0242 -0.6622
C -1.2165 -13.4549 -0.8509
C 2.1072 -20.0840 5.3533
C -0.9582 -14.1685 -2.1402
C -3.3923 -11.3020 8.6172
C 2.1136 -15.6200 5.3572
C 2.8296 -19.2192 6.4109
C -4.7866 -11.1047 7.9071
C 0.7464 -2.7890 3.9050
C 8.4080 -7.0353 -1.6157
C 1.0792 -15.2853 -1.2962
C 1.8236 -3.2171 2.9349
C -5.9240 -10.9810 8.8547
C 1.7725 -1.0229 5.1316
C -7.1143 -12.4385 10.3688
H 0.7281 -3.4233 4.7913
H 1.3363 -17.6915 6.6097
H 2.3750 -19.6680 4.3820
H -0.8923 -11.6072 -1.4573
H 10.1977 -6.0200 -2.5281
H -3.8799 -9.9694 6.5205
H 6.2620 -8.3783 1.5422
H -7.2144 -11.7532 11.2105
H 1.0256 -15.5553 5.3408
H 2.6547 -4.8029 3.9512
H 9.2125 -4.9821 -1.6953
H 0.5622 -3.1798 1.0990
H 2.2752 -3.1814 0.8193
H 6.8747 -5.6237 -0.7856
H 10.1961 -6.0161 -0.7765
H 1.0208 -19.9946 5.3532
H 2.5361 -15.1060 4.4938
H -1.2163 -13.4637 -2.9306
H 1.5632 -1.7276 1.4264
H -6.9767 -13.3603 10.9340
H 2.4710 -21.0936 5.5443
H -2.6421 -11.5870 7.8795
H -3.3816 -12.0672 9.3934
H -5.8270 -10.0618 9.4325
H -0.2032 -3.0009 3.4136
H 3.9120 -19.2854 6.3008
H 2.0064 -15.7566 -1.6223
H 1.6330 -20.0159 7.8505
H 8.8263 -8.0041 -1.3429
H -3.3510 -13.8412 -0.5275
H -6.8164 -10.9257 8.2313
H 0.4184 -12.2217 -1.2136
H 5.7714 -9.3981 0.1897
H -3.0792 -12.4102 -1.4497
H -2.7209 -12.3848 0.2171
H 1.4361 -1.5363 6.0324
H 7.3556 -6.4095 -3.2501
H 7.4155 -9.0942 0.5141
H 0.3257 -8.4563 3.1128
H 1.7094 0.0402 5.3637
H 2.8597 -17.1784 7.2587
H -4.8049 -12.0032 7.2904
H -0.3759 -9.7217 2.6673
H 2.7220 -4.9002 2.3264
H 0.4695 -16.1472 -1.0253
H -4.9831 -9.0968 7.2947
H -3.0689 -10.3562 9.0517
H 1.2533 -14.7206 -0.3803
H 3.0021 -20.7316 7.7013
H 2.7762 -1.3725 4.8897
H 2.7648 -2.7485 3.2227
H -1.0201 -14.1122 -0.0039
H 7.7162 -6.3421 0.4115
H 2.6143 -15.0505 6.1402
H -1.5921 -15.0377 -2.3153
H -8.0693 -12.4626 9.8439
H 7.3111 -7.9734 -3.1074
*
```

# 3
Here is a 9-piece molecular cluster, C20H58O9 overall from OMol25. Energies are from ωB97M-V/def2-TZVPD.

Summary:
gap between HOMO and LUMO	0.3609	Ha
LUMO	0.39	eV
relative energy (zero: lowest compared OMol25 entry of this formula, charge and spin)	0.0	kJ/mol

ORCA input file:
```
! RIJCOSX wB97M-V def2-TZVPD def2/J DEFGRID3
* xyz 0 1
O 2.7739 1.2644 -2.7050
O 1.5868 -0.4540 -0.7165
O 0.6335 0.6336 5.7235
O -3.0637 0.1727 -1.9337
O 3.5633 -4.2686 0.9253
O -3.5136 2.7434 -0.8944
O 1.7419 -3.2172 -0.9797
O 0.9824 -4.5185 2.2295
O -1.2242 4.3649 -0.9833
C -0.0078 0.1417 3.4607
C 4.8958 0.3538 -1.9767
C -5.5983 2.1967 0.0718
C -3.1749 0.3272 -3.3448
C -0.2437 -3.5146 -2.3078
C 1.1884 2.2940 4.0920
C 0.0292 -3.4622 2.1122
C -1.1262 -3.7072 3.0565
C 3.8371 -1.9909 1.5990
C 4.0975 1.6019 -2.2914
C 0.2295 0.0005 -0.4996
C -0.8256 4.9818 -2.2308
C 4.5094 -3.3414 1.4773
C 0.9382 -4.1839 -1.6404
C -0.8730 3.9204 -3.2969
C 0.1811 1.2421 4.5007
C -4.2350 2.8306 0.3318
C -3.0102 -1.0219 -3.9903
C -3.4947 2.0805 1.4291
C 0.3060 1.4884 -0.2181
H 0.5594 -4.9136 -0.9084
H -1.9036 3.5828 -3.4357
H -3.2077 1.0491 -1.5179
H 0.7940 2.0385 -1.0242
H 3.0465 -2.0346 2.3487
H 1.9968 1.8429 3.5097
H 4.9684 -0.2648 -2.8728
H 5.9465 0.5450 -1.7237
H -1.7745 -2.8320 3.1032
H 1.5402 -4.7790 -2.3383
H -5.4653 1.1491 -0.2064
H 0.9168 1.6263 0.6764
H -1.1260 5.0454 -0.3064
H -1.7263 -4.5623 2.7436
H -6.1751 2.1558 1.0007
H -2.9284 -0.9203 -5.0774
H 1.6252 2.8333 4.9283
H 4.8495 -3.6327 2.4759
H 3.4516 -1.6557 0.6362
H -0.6785 -2.8005 -1.6059
H 4.0237 2.3135 -1.4592
H -4.1310 0.7854 -3.6251
H -0.7405 -0.5856 3.8088
H 1.5393 -1.4112 -0.9263
H -6.1562 2.7620 -0.6691
H 5.3832 -3.2760 0.8215
H 4.5408 -1.2068 1.8851
H -4.4076 3.8703 0.6311
H 0.7067 3.0218 3.4332
H 0.1868 5.3873 -2.0909
H -2.3990 1.0311 -3.6752
H -3.8936 -1.6386 -3.8094
H -0.6788 1.9377 -0.0948
H -0.3922 -0.2700 -1.3545
H -0.2419 0.4636 2.4402
H -1.4082 5.8839 -2.4505
H -0.2971 3.0409 -3.0154
H 3.9544 -5.1493 0.9505
H -3.2565 1.0680 1.0923
H -0.7272 -3.9179 4.0497
H 1.8022 -4.2055 1.8207
H -1.0132 -4.2476 -2.5449
H -0.1487 -0.5053 0.3989
H -0.1288 0.2983 6.2042
H -2.1329 -1.5733 -3.6606
H 0.0600 -3.0076 -3.2236
H 2.3547 0.8233 -1.9401
H -4.1285 1.9370 2.3097
H 0.9282 -0.4023 3.2823
H -0.5298 4.3042 -4.2576
H 0.5098 -2.5075 2.3614
H -2.5780 2.5822 1.7429
H 4.5823 2.1426 -3.1080
H -2.7442 3.3501 -0.8601
H 2.4115 -3.6633 -0.4310
H -0.8133 1.6924 4.6274
H 4.4596 -0.1912 -1.1408
H -0.3080 -3.3676 1.0714
*
```

# 4
Here is C20H59HgO14S as an isolated structure from OMol25. Energies are from ωB97M-V/def2-TZVPD.

Summary:
gap between HOMO and LUMO (alpha / beta)	0.2903 / 0.1577	Ha
LUMO (alpha / beta)	-1.69 / -5.30	eV

ORCA input file:
```
! RIJCOSX wB97M-V def2-TZVPD def2/J DEFGRID3
* xyz 0 2
Hg -0.9923 0.8028 -3.0739
S 0.7214 0.1573 -5.2045
O -3.2723 3.5069 3.0489
O -2.5628 3.3507 0.4168
O 3.4449 -0.5338 -3.2315
O -0.5566 3.0726 -3.6697
O -1.5616 -1.4242 -3.1468
O -0.8651 -1.7105 4.9144
O 6.9853 -0.7063 2.1366
O 3.0440 -5.6314 -0.7544
O -0.6469 0.5934 -5.2799
O -3.8157 0.5124 0.3202
O 1.6493 0.9130 -6.0526
O 0.9248 -1.1822 -5.7628
O 1.0181 0.2042 -3.8074
O -1.1225 1.2401 -0.7580
C 0.8688 -0.0127 -0.4857
C 1.4726 3.8022 -2.8942
C -4.1146 0.4047 1.7076
C -0.2804 0.6344 0.2270
C -0.0200 4.0713 -2.8386
C -0.1293 -1.2783 3.7802
C -4.7567 4.2459 0.4392
C 5.7915 -0.4786 2.7582
C -1.8709 -2.9850 -1.3852
C 4.6372 -0.5532 1.8048
C -3.6565 3.6924 -0.4339
C -1.4135 2.1912 3.9736
C -5.5869 0.0068 1.8636
C -2.1324 3.5261 3.9074
C 1.2563 -1.8593 3.6862
C 3.2898 -1.7347 -2.4926
C 1.6869 -5.1938 -0.5907
C 4.5332 -2.5610 -2.7418
C 1.6031 -3.9313 0.3151
C -2.5543 -2.0201 -2.3249
H 7.6818 -0.8473 2.7820
H 1.8376 -1.5867 4.5671
H -2.5412 -3.5983 -0.7831
H -0.6894 2.2223 4.7877
H 5.8455 0.5265 3.1764
H -3.7887 1.3295 2.1836
H -3.5720 -0.4013 2.2017
H -0.3049 3.3753 -4.5453
H 2.2745 -3.1522 -0.0458
H -0.1283 5.0622 -3.2796
H -4.4549 5.1391 0.9862
H -1.9876 2.7278 -0.0336
H 0.1644 1.3053 0.9620
H 1.7150 2.8167 -2.4966
H 1.3769 0.6291 -1.2055
H 3.6807 -0.4146 2.3089
H 0.5543 -0.8877 -1.0545
H 5.6764 -1.1363 3.6198
H -5.7109 -0.9242 1.3106
H 2.3924 -2.2642 -2.8126
H -0.6741 -1.4552 2.8528
H 5.4536 -2.1497 -2.3273
H -3.3261 -2.5079 -2.9203
H 4.3734 -3.5423 -2.2950
H 1.8081 -1.5111 2.8131
H 1.8284 -4.2697 1.3264
H 1.5892 -0.3835 0.2434
H 4.6566 0.2676 1.0878
H -0.7201 2.1020 3.1373
H 1.9319 3.7703 -3.8821
H 4.5769 -1.4611 1.2045
H 3.0617 -6.4651 -1.2300
H -2.3893 3.8819 4.9052
H -3.1047 -1.2652 -1.7633
H 1.1604 -2.9408 3.5900
H -2.0685 1.3452 4.1819
H -1.7755 -1.4131 4.8488
H -6.2767 0.7478 1.4596
H 4.5970 -2.7880 -3.8060
H 1.0038 -5.9662 -0.2374
H 2.0048 4.4970 -2.2445
H 2.5935 -0.1989 -3.5223
H -4.0870 2.8305 -0.9437
H -2.8639 0.5627 0.2058
H -0.3646 3.9663 -1.8098
H -0.1081 -0.2003 3.9398
H -5.9018 -0.1726 2.8916
H -1.2145 -2.4245 -0.7195
H -1.4449 4.2607 3.4881
H 0.5498 -3.6511 0.3009
H -5.6161 4.4962 -0.1827
H -1.2320 -3.7008 -1.9023
H -1.1603 -2.1494 -3.6313
H -5.1037 3.4721 1.1241
H 3.0874 -1.5347 -1.4404
H -3.0186 3.5322 2.1234
H -0.8027 -0.0891 0.8530
H -3.3238 4.4489 -1.1446
H 1.2629 -4.9943 -1.5749
*
```

# 5
Here is C20H60AsF6O10 as an isolated structure from OMol25. Energies are from ωB97M-V/def2-TZVPD.

Summary:
gap between HOMO and LUMO	0.3392	Ha
LUMO	2.38	eV
relative energy (zero: lowest compared OMol25 entry of this formula, charge and spin)	83.3	kJ/mol

ORCA input file:
```
! RIJCOSX wB97M-V def2-TZVPD def2/J DEFGRID3
* xyz -1 1
As 12.9531 -9.5604 11.0966
F 14.0623 -10.9729 11.1157
F 11.6109 -10.6414 10.4601
F 13.4576 -9.1898 9.4397
F 12.4752 -9.8486 12.8097
F 14.1882 -8.4304 11.6989
F 11.7521 -8.1784 11.0248
O 10.6269 -12.3843 12.1642
O 10.3172 -11.0412 5.6467
O 10.4380 -6.9243 8.9846
O 17.7482 -6.0528 9.6329
O 13.2168 -4.3042 13.7112
O 16.1405 -8.6297 13.3038
O 11.7588 -11.5760 14.8792
O 15.1111 -14.8941 10.7385
O 16.4470 -9.8487 7.7264
O 14.0626 -14.2543 14.6059
C 15.4278 -10.5564 7.0609
C 9.2754 -11.9268 12.0209
C 12.2290 -9.9215 16.4746
C 15.4617 -13.7388 10.0402
C 15.8594 -5.2495 10.8786
C 12.8254 -5.5382 13.1936
C 11.4136 -11.1528 16.1885
C 14.8973 -7.8374 15.1586
C 16.5267 -6.4562 10.1849
C 16.9073 -13.3660 10.4377
C 10.9399 -10.7308 6.8827
C 16.1230 -7.6256 14.2638
C 11.9500 -5.0533 8.8728
C 14.5517 -13.1991 13.7555
C 9.2041 -10.6256 12.7795
C 15.3701 -12.1890 14.4682
C 11.4340 -6.2990 8.1871
C 11.7117 -6.0228 14.0766
C 16.0170 -10.9776 5.7174
C 12.1030 -11.7401 6.9922
H 9.1681 -11.7210 10.9559
H 11.3855 -9.7391 6.9611
H 12.5146 -5.3201 12.1719
H 11.1705 -4.2940 8.9345
H 14.8907 -6.9885 15.8423
H 9.6275 -10.3878 5.5090
H 12.1692 -5.2872 9.9146
H 8.5635 -12.6465 12.4251
H 11.7410 -11.9337 16.8749
H 12.7407 -11.5683 7.8593
H 10.9600 -7.3203 9.6862
H 16.1652 -6.6132 13.8624
H 12.8431 -4.6008 8.4420
H 13.7214 -12.7059 13.2500
H 9.8447 -9.7737 12.5515
H 11.0323 -5.9798 7.2254
H 16.9623 -11.5046 5.8462
H 10.3516 -10.9075 16.1925
H 12.0287 -9.5334 17.4733
H 16.2204 -5.1279 11.8998
H 15.8931 -6.7238 9.3393
H 17.1405 -12.4314 9.9274
H 16.2067 -9.6230 8.6280
H 14.7829 -5.2986 11.0424
H 9.2985 -10.7137 13.8618
H 17.0347 -7.8811 14.8038
H 15.2570 -11.4349 7.6831
H 15.0380 -8.7453 15.7450
H 13.7176 -6.1498 13.0597
H 17.0751 -13.2728 11.5107
H 16.2513 -10.1343 5.0677
H 14.8821 -11.7206 15.3228
H 15.5008 -11.4219 13.7049
H 13.2952 -10.1415 16.4207
H 17.5387 -14.1693 10.0582
H 11.7436 -10.7663 14.3637
H 15.4560 -15.6381 10.2393
H 15.5596 -8.3544 12.5909
H 14.7947 -14.8320 14.8338
H 15.9490 -4.3243 10.3092
H 11.1086 -11.7879 11.5864
H 8.2534 -10.1046 12.6655
H 16.3265 -12.6177 14.7674
H 15.3434 -11.6475 5.1829
H 12.0369 -9.1537 15.7252
H 11.2061 -6.9253 13.7329
H 16.6303 -7.3156 10.8473
H 14.5780 -9.8783 6.9830
H 14.0080 -7.8897 14.5304
H 17.8596 -6.6794 8.9141
H 11.0428 -5.1889 14.2894
H 12.2363 -7.0205 8.0328
H 14.7006 -12.9899 10.2591
H 11.5897 -12.6959 7.0979
H 15.3894 -13.8859 8.9626
H 12.1582 -6.3184 15.0260
H 12.3889 -3.8236 13.6391
H 10.1816 -10.8029 7.6624
H 15.1869 -13.6092 12.9704
H 12.8115 -11.8177 6.1675
*
```

It is found that the calculated total energy values, taken in the order of the records, are -48005.91080 -41394.81920 -40107.26900 -65363.75702 -119334.21700 eV.